(1)
23
Properties=species:S:1:pos:R:3:lowdin_charge:R:1 method="wB97M-V/def2-TZVPD" relative_energy_kj_mol=612.61 energy_ha=-570.86950 gap_ev=9.145
C -1.690 -0.863 -0.359 -0.2922
C -0.514 -0.120 -0.850 -0.4576
C -2.840 0.224 -0.516 -0.1017
C 1.657 0.623 -0.242 -0.1771
C 2.861 -0.451 -0.342 -0.3798
C 1.705 1.734 0.877 -0.0400
H -1.387 -2.132 1.527 0.1162
H -2.686 -0.505 2.075 0.2547
H -1.811 -1.682 -0.993 0.1222
H -2.864 1.350 0.135 0.1680
H -2.979 0.552 -1.522 0.0418
H -3.782 -0.156 -0.310 0.0165
H 0.213 -0.693 0.832 0.1164
H 1.601 1.230 -1.143 0.1399
H 2.818 2.018 1.094 0.1045
H 1.235 2.615 0.411 0.0711
H 1.139 1.302 1.864 0.1285
H 3.024 -2.387 -0.849 0.1880
N -1.766 -1.079 1.202 -0.1068
N 0.396 -0.168 0.001 0.0908
O -0.744 0.639 -1.973 -0.0924
O 4.103 -0.361 -0.372 0.0561
O 2.309 -1.689 -0.547 0.0330

(2)
30
Properties=species:S:1:pos:R:3:lowdin_charge:R:1 method="wB97M-V/def2-TZVPD" smiles="C/C=C/P(O)/C=C/C.C=NCC(=O)O" relative_energy_kj_mol=336.43 energy_ha=-974.24229 gap_ev=8.805
C 5.084 0.538 -0.443 -0.1284
C 3.683 0.505 -0.888 -0.2734
C 2.779 0.624 0.063 -0.3148
P 0.944 0.599 -0.195 0.8364
O 0.621 0.424 -1.757 -0.3125
C 0.583 -1.046 0.606 -0.2286
C -0.470 -1.820 0.147 -0.2445
C -0.693 -3.153 0.778 -0.1410
H 5.406 -0.471 -0.750 0.0837
H 5.083 0.811 0.623 0.0704
H 5.625 1.403 -0.982 0.1016
H 3.352 0.164 -1.876 0.1026
H 2.982 0.920 1.163 0.0983
H 0.730 -0.438 -2.175 0.0666
H 1.187 -1.533 1.302 0.0402
H -1.070 -1.551 -0.656 0.0593
H 0.263 -3.466 1.151 0.0394
H -0.818 -3.953 -0.108 0.1107
H -1.619 -3.378 1.519 0.1240
C -1.687 2.184 1.254 -0.0895
N -2.377 1.364 0.638 -0.0667
C -3.433 1.744 -0.300 -0.1050
C -4.337 0.479 -0.572 -0.5457
O -5.203 0.435 -1.402 0.0879
O -3.961 -0.583 0.147 0.0391
H -0.891 1.702 1.830 0.0374
H -1.614 3.301 1.503 0.1138
H -4.158 2.566 -0.062 0.1366
H -2.900 1.941 -1.289 0.1500
H -3.092 -0.310 0.730 0.1523

(3)
49
Properties=species:S:1:pos:R:3:lowdin_charge:R:1 method="wB97M-V/def2-TZVPD" multiplicity=5 energy_ha=-1744.75683 s2=6.013 total_charge=+2 gap_ev="7.985 / 4.385"
Ir 0.226 -0.089 0.720 1.6290
C 0.239 1.357 3.629 -0.0448
N 0.397 -0.032 3.185 -0.3249
C 1.701 -0.581 3.569 -0.0477
C -0.710 -0.886 3.616 -0.1716
C -1.968 -0.603 2.825 -0.1681
N -1.761 -0.818 1.378 -0.3850
C -1.514 -2.258 1.084 -0.0603
C -2.914 -0.299 0.620 -0.0350
H 0.187 1.408 4.722 0.1246
H -0.667 1.803 3.220 0.0951
H 1.089 1.942 3.302 0.0912
H 1.801 -0.632 4.659 0.1240
H 2.492 0.059 3.191 0.0926
H 1.829 -1.588 3.171 0.0999
H -0.931 -0.724 4.677 0.1574
H -0.409 -1.929 3.508 0.1277
H -2.290 0.427 2.971 0.1273
H -2.767 -1.259 3.184 0.1544
H -1.874 -2.506 0.088 0.0883
H -2.025 -2.905 1.800 0.1242
H -0.441 -2.503 1.140 0.0863
H -3.833 -0.808 0.923 0.1262
H -2.763 -0.454 -0.447 0.0876
H -3.031 0.765 0.812 0.1076
O 4.703 3.122 -1.696 0.1860
C 4.002 2.611 -2.654 -0.4952
O 4.244 2.717 -3.827 0.1180
C 2.762 1.814 -2.277 0.0026
C 1.889 1.203 -3.209 -0.5251
Cl 2.051 1.125 -4.855 0.9664
N 0.875 0.567 -2.507 -0.0609
N 1.075 0.740 -1.215 -0.0288
C 2.196 1.495 -1.058 -0.1027
C 2.601 1.817 0.360 -0.5123
O 3.574 2.511 0.571 0.1575
O 1.825 1.300 1.241 -0.1492
C -0.236 -0.154 -3.019 -0.2042
C -0.973 0.363 -4.089 -0.0142
C -2.032 -0.369 -4.592 -0.0261
C -2.359 -1.599 -4.034 -0.0332
C -1.641 -2.093 -2.947 -0.0691
C -0.583 -1.371 -2.432 -0.0640
H 4.360 2.961 -0.779 0.0789
H -0.744 1.338 -4.493 0.1143
H -2.603 0.023 -5.422 0.1284
H -3.176 -2.175 -4.447 0.1239
H -1.897 -3.062 -2.539 0.1161
H 0.024 -1.771 -1.628 0.0873

(4)
70
Properties=species:S:1:pos:R:3:lowdin_charge:R:1 method="wB97M-V/def2-TZVPD" relative_energy_kj_mol=0.00 multiplicity=6 energy_ha=-2858.52221 s2=8.785 total_charge=+1 gap_ev="3.723 / 6.883"
C 0.455 1.084 0.678 -0.1679
C 0.758 1.139 -0.724 -0.2266
C -0.502 1.266 -1.438 -0.2741
H 1.744 1.194 -1.177 0.1065
C -1.556 1.213 -0.453 -0.1661
C -0.953 1.183 0.842 -0.1467
H -1.481 1.292 1.789 0.1069
H 1.193 1.052 1.480 0.1037
H -0.621 1.513 -2.486 0.0890
H -2.619 1.298 -0.668 0.0968
Ru -0.331 -0.808 -0.972 0.8126
Si -1.090 -1.489 -3.190 0.3334
C 0.475 -1.450 -4.203 -0.3388
C 1.054 -2.586 -4.802 -0.1274
H 0.596 -3.573 -4.677 0.0894
C 2.184 -2.462 -5.609 -0.0776
H 2.570 -3.334 -6.139 0.1148
C 2.808 -1.221 -5.758 -0.0754
H 3.700 -1.126 -6.380 0.1088
C 2.296 -0.106 -5.088 -0.0707
H 2.799 0.861 -5.156 0.1093
C 1.132 -0.217 -4.322 -0.1218
H 0.751 0.665 -3.798 0.0827
C -2.436 -0.241 -3.590 -0.3629
C -2.367 0.652 -4.671 -0.1083
H -1.488 0.683 -5.319 0.0954
C -3.443 1.504 -4.941 -0.0713
H -3.410 2.157 -5.817 0.1112
C -4.563 1.524 -4.108 -0.0893
H -5.419 2.161 -4.342 0.1080
C -4.585 0.721 -2.965 -0.0933
H -5.428 0.763 -2.273 0.1091
C -3.537 -0.168 -2.722 -0.1774
H -3.581 -0.807 -1.835 0.0935
H -1.160 -2.133 -1.704 -0.0758
Si -2.511 -3.373 -5.753 0.5135
C -3.931 -2.291 -6.205 -0.3151
C -4.053 -1.950 -7.571 -0.0863
H -3.238 -2.192 -8.265 0.1006
C -5.199 -1.320 -8.056 -0.0684
H -5.272 -1.086 -9.119 0.1088
C -6.237 -1.003 -7.169 -0.0712
H -7.129 -0.496 -7.538 0.1065
C -6.126 -1.333 -5.813 -0.0782
H -6.943 -1.101 -5.122 0.1101
C -4.970 -1.953 -5.328 -0.1097
H -4.868 -2.164 -4.263 0.0901
C -1.213 -3.131 -7.046 -0.3479
C -0.710 -1.884 -7.454 -0.1088
H -0.970 -0.984 -6.892 0.1001
C 0.142 -1.787 -8.558 -0.0693
H 0.556 -0.815 -8.834 0.1112
C 0.454 -2.928 -9.307 -0.0669
H 1.106 -2.849 -10.180 0.1095
C -0.076 -4.172 -8.935 -0.0704
H 0.130 -5.062 -9.534 0.1089
C -0.883 -4.276 -7.799 -0.1012
H -1.301 -5.242 -7.499 0.0949
H -2.971 -4.780 -5.770 -0.0015
Cl -2.090 -3.465 -3.583 0.4833
N -1.063 -1.766 0.794 -0.0782
N -0.004 -2.158 1.698 -0.0264
C 1.251 -2.035 1.234 -0.7809
N 2.248 -2.074 2.126 0.1337
S 1.542 -1.948 -0.462 0.6778
H -1.554 -2.629 0.542 0.1080
H -1.731 -1.186 1.317 0.1108
H -0.197 -2.052 2.699 0.1669
H 3.204 -1.983 1.804 0.1187
H 2.068 -2.161 3.121 0.1273

(5)
89
Properties=species:S:1:pos:R:3:lowdin_charge:R:1 method="wB97M-V/def2-TZVPD" relative_energy_kj_mol=379.08 energy_ha=-7003.04953 gap_ev=5.377
O 2.118 -0.263 -4.686 -0.0855
O 0.513 -1.522 -5.890 -0.1747
C 1.749 1.140 -4.422 -0.1449
C 2.551 1.792 -3.330 -0.0592
H 0.680 1.157 -4.179 0.1217
H 1.916 1.638 -5.376 0.1300
H 2.188 1.536 -2.330 0.0833
H 2.415 2.871 -3.430 0.0982
H 3.627 1.604 -3.371 0.0906
C 2.709 -1.078 -3.578 -0.1387
C 3.567 -2.142 -4.191 -0.0444
H 1.875 -1.480 -2.990 0.1224
H 3.286 -0.378 -2.976 0.1117
H 2.979 -2.889 -4.730 0.0624
H 4.091 -2.658 -3.380 0.0990
H 4.327 -1.711 -4.861 0.0967
C -0.482 -2.361 -5.255 -0.1899
C 0.010 -0.790 -7.034 -0.2108
C 0.185 -3.347 -4.339 -0.0471
H -1.013 -2.895 -6.056 0.1305
H -1.206 -1.721 -4.726 0.1177
H 1.101 -3.754 -4.781 0.0759
H -0.507 -4.176 -4.172 0.0942
H 0.409 -2.909 -3.363 0.0689
C 1.018 -0.847 -8.151 -0.0529
H -0.170 0.233 -6.685 0.1280
H -0.938 -1.247 -7.340 0.1281
H 1.976 -0.415 -7.853 0.0801
H 0.631 -0.296 -9.011 0.0882
H 1.179 -1.884 -8.461 0.0886
H 1.388 -0.840 -5.220 0.0542
Sr -1.848 0.260 0.703 0.9139
C -1.994 -0.232 -1.584 -0.5643
Si -3.153 0.682 -2.674 0.3281
H -2.177 -1.325 -1.614 -0.0582
H -0.922 -0.116 -1.863 -0.0498
C -2.377 2.155 -3.546 -0.1875
C -4.659 1.325 -1.751 -0.1946
C -3.744 -0.435 -4.080 -0.2112
C -1.839 2.898 -0.046 -0.3947
Si -2.405 3.509 1.601 0.3061
H -2.342 3.338 -0.918 -0.0693
H -0.748 2.886 -0.256 -0.0708
C -3.995 4.477 1.282 -0.2018
C -1.107 4.606 2.404 -0.2042
C -2.791 2.143 2.875 -0.2474
H -4.740 -0.119 -4.421 0.0176
H -3.813 -1.483 -3.748 0.0215
H -3.067 -0.397 -4.948 0.0009
H -1.992 2.904 -2.843 0.0079
H -3.148 2.638 -4.164 0.0309
H -1.557 1.863 -4.213 -0.0046
H -4.396 2.178 -1.107 0.0068
H -5.140 0.551 -1.139 0.0250
H -5.387 1.674 -2.498 0.0245
H -0.926 5.498 1.787 0.0276
H -0.156 4.059 2.502 0.0161
H -1.419 4.939 3.404 0.0173
H -1.908 1.566 3.215 0.0073
H -3.588 1.444 2.555 0.0134
H -3.186 2.640 3.775 0.0351
H -4.253 5.098 2.152 0.0189
H -4.843 3.806 1.078 0.0203
H -3.875 5.142 0.415 0.0291
Se 0.000 -2.277 0.359 0.1770
P 0.967 -1.071 1.892 0.0781
Se 1.120 0.981 1.148 0.2040
C -0.021 -1.065 3.446 -0.4311
C 0.485 -0.299 4.504 -0.0950
C -0.214 -0.250 5.713 -0.0691
C -1.422 -0.944 5.846 -0.0821
C -1.939 -1.676 4.775 -0.0823
C -1.236 -1.749 3.567 -0.1378
C 2.549 -1.739 2.518 -0.4020
C 3.733 -1.018 2.343 -0.1095
C 4.909 -1.473 2.949 -0.0846
C 4.904 -2.670 3.669 -0.0928
C 3.730 -3.422 3.786 -0.0813
C 2.545 -2.961 3.203 -0.0862
H 1.421 0.253 4.379 0.1099
H 0.192 0.323 6.546 0.1061
H -1.959 -0.913 6.796 0.1038
H -2.890 -2.203 4.882 0.1058
H -1.597 -2.369 2.734 0.0611
H 3.710 -0.092 1.765 0.0567
H 5.828 -0.890 2.854 0.1028
H 5.825 -3.025 4.141 0.1023
H 3.733 -4.364 4.335 0.1030
H 1.623 -3.542 3.281 0.1109